Below is an isolated molecule of C5H8Cl2 at a distorted geometry, with properties calculated with ωB97M-V/def2-TZVPD.

The geometry in XYZ format:
```
15
Properties=species:S:1:pos:R:3:mulliken_charge:R:1
C 2.095 -0.115 -0.358 -1.236
C 0.685 -0.710 -0.383 -0.165
C -0.449 -0.135 0.043 0.585
C -0.434 1.230 0.724 -0.978
C -1.735 -0.872 -0.114 -0.573
H 2.041 0.954 -0.197 0.341
H 2.675 -0.667 0.402 0.291
H 2.653 -0.387 -1.240 0.361
H 0.602 -1.766 -0.718 0.279
H 0.486 1.304 1.226 0.437
H -1.165 1.344 1.517 0.394
H -1.666 -1.624 -0.950 0.346
H -2.072 -1.409 0.806 0.278
Cl -0.556 2.572 -0.435 -0.149
Cl -3.162 0.281 -0.322 -0.212
```

Output
**ΔE to the lowest compared entry with this formula, charge and spin**: 87.2 kJ/mol
**Calculated total energy**: -1115.6719 Eh
**Kohn-Sham gap**: 10.386 eV
**HOMO level**: -9.5 eV
**Largest force on an atom**: 1.774 eV/Å
**Charge**: 0



Below is an isolated molecule of C5H8ClFO at a distorted geometry, with properties calculated with ωB97M-V/def2-TZVPD.

The geometry in XYZ format:
```
16
Properties=species:S:1:pos:R:3:mulliken_charge:R:1
C 1.218 -0.268 0.905 -1.421
C 0.075 -0.563 0.016 0.430
C -1.065 -1.267 0.660 -0.119
C -0.500 0.780 -0.504 -0.182
C 0.196 1.567 -1.512 -0.502
H 0.842 0.076 1.836 0.375
H 1.927 -1.075 1.083 0.388
H 1.828 0.462 0.410 0.387
H 0.356 -1.197 -0.883 0.275
H -1.997 -1.405 0.018 0.348
H -1.597 0.812 -0.682 0.353
H 1.208 1.368 -1.819 0.247
H -0.369 2.011 -2.277 0.295
O 0.007 2.126 -0.197 -0.427
F -1.562 -0.520 1.740 -0.260
Cl -0.568 -2.909 1.206 -0.187
```

Output
**ΔE to the lowest compared entry with this formula, charge and spin**: 147.7 kJ/mol
**Calculated total energy**: -830.5547 Eh
**Kohn-Sham gap**: 11.499 eV
**HOMO level**: -10.7 eV
**Largest force on an atom**: 2.329 eV/Å
**Charge**: 0



Below is an isolated molecule of C5H8ClN at a distorted geometry, with properties calculated with ωB97M-V/def2-TZVPD.

The geometry in XYZ format:
```
15
Properties=species:S:1:pos:R:3:mulliken_charge:R:1
C -0.690 -0.465 -0.485 -0.485
C 0.704 -0.632 -0.717 0.458
C -1.171 0.193 0.573 -0.004
C -2.635 0.250 0.900 -1.148
C 2.816 0.206 -0.198 -0.869
N 1.395 0.048 0.081 -0.321
Cl 1.386 -1.311 -2.244 -0.214
H -1.412 -1.079 -0.964 0.296
H -0.647 0.878 1.157 0.419
H -3.287 -0.659 0.513 0.289
H -2.888 1.228 0.447 0.272
H -2.755 0.384 1.925 0.378
H 3.108 0.967 0.633 0.270
H 3.216 -0.755 -0.439 0.317
H 2.860 0.749 -1.182 0.341
```

Output
**ΔE to the lowest compared entry with this formula, charge and spin**: 176.5 kJ/mol
**Calculated total energy**: -710.1851 Eh
**Kohn-Sham gap**: 9.610 eV
**HOMO level**: -9.0 eV
**Largest force on an atom**: 3.504 eV/Å
**Charge**: 0



Below is an isolated molecule of C5H8ClNO2S at a distorted geometry, with properties calculated with ωB97M-V/def2-TZVPD.

The geometry in XYZ format:
```
18
Properties=species:S:1:pos:R:3:mulliken_charge:R:1
C -0.401 2.412 -0.408 0.671
C 0.898 1.789 0.055 0.347
C -1.110 2.362 -1.661 -1.230
C 0.216 -2.064 1.332 -1.029
C 1.028 0.540 0.897 -0.837
N -0.126 2.991 0.623 -0.621
O -1.471 -0.176 0.306 -0.627
O 0.321 -1.012 -1.139 -0.639
S -0.113 -0.719 0.184 1.192
Cl 2.360 2.336 -0.720 -0.225
H -1.787 3.141 -1.768 0.432
H -1.637 1.498 -1.844 0.365
H -0.410 2.326 -2.550 0.297
H -0.080 -1.784 2.396 0.320
H -0.605 -2.672 0.954 0.367
H 1.120 -2.562 1.106 0.385
H 0.352 0.830 1.771 0.335
H 2.042 0.470 1.348 0.496
```

Output
**ΔE to the lowest compared entry with this formula, charge and spin**: 130.3 kJ/mol
**Calculated total energy**: -1258.8108 Eh
**Kohn-Sham gap**: 9.471 eV
**HOMO level**: -9.0 eV
**Largest force on an atom**: 4.039 eV/Å
**Charge**: 0



Below is C5H8CsF6NO7S2 as an isolated structure at a distorted geometry, with properties calculated with ωB97M-V/def2-TZVPD.

The geometry in XYZ format:
```
30
Properties=species:S:1:pos:R:3:mulliken_charge:R:1
Cs 3.078 0.222 -0.303 1.133
C 0.874 -0.265 2.647 -0.976
C -0.392 -0.976 2.940 0.604
O -0.724 -2.060 2.637 -0.388
N -1.450 -0.101 3.602 -0.180
H -1.489 -0.178 4.629 0.401
H -1.161 0.889 3.536 0.414
C -2.825 -0.269 3.081 -0.813
H 1.510 -0.847 1.988 0.130
H 1.487 -0.115 3.544 0.375
H 0.608 0.704 2.217 0.400
H -3.476 0.311 3.734 0.372
H -3.062 -1.320 3.175 0.344
H -2.837 0.163 2.098 0.241
C 2.809 0.898 -4.612 0.617
F 2.346 1.517 -3.499 -0.254
F 1.872 1.008 -5.533 -0.217
F 3.904 1.561 -5.003 -0.231
S 3.178 -0.870 -4.205 1.072
O 1.859 -1.433 -4.060 -0.639
O 3.970 -1.360 -5.296 -0.644
O 3.865 -0.843 -2.906 -0.733
C -2.375 -0.157 -0.726 0.628
F -2.044 -1.336 -0.173 -0.226
F -2.631 -0.336 -1.997 -0.204
F -3.503 0.273 -0.113 -0.245
S -1.038 1.066 -0.426 1.014
O 0.181 0.360 -0.766 -0.596
O -1.361 2.197 -1.233 -0.607
O -1.171 1.296 1.025 -0.791
```

Output
**Calculated total energy**: -2192.4879 Eh
**Kohn-Sham gap**: 6.968 eV
**HOMO level**: -8.4 eV
**Largest force on an atom**: 2.279 eV/Å
**Charge**: 0



Below is C5H8CuF6N3O11P2S3 as an isolated structure at a distorted geometry, with properties calculated with ωB97M-V/def2-TZVPD.

The geometry in XYZ format:
```
39
Properties=species:S:1:pos:R:3:mulliken_charge:R:1
Cu 1.069 -1.118 0.198 0.214
O 1.646 1.977 2.295 -0.586
P 0.987 0.518 2.495 0.743
O 0.587 0.288 3.888 -0.813
O 1.947 -0.489 1.858 -0.740
O -0.343 0.647 1.541 -0.094
P -0.228 1.087 -0.013 1.061
O -1.510 2.023 -0.211 -0.647
O -0.265 -0.107 -0.940 -0.590
O 0.965 1.977 -0.193 -0.694
H 1.440 2.179 1.343 0.396
H -2.314 1.615 0.129 0.258
S 3.029 -1.605 -1.309 -0.529
C 3.512 -0.043 -0.978 0.095
N 3.707 0.913 -1.933 -0.242
C 3.804 2.216 -1.285 -0.295
C 4.216 1.829 0.146 -0.345
N 3.927 0.403 0.222 -0.121
H 3.135 0.827 -2.757 0.309
H 2.834 2.721 -1.287 0.168
H 4.551 2.836 -1.790 0.322
H 3.662 2.388 0.897 0.168
H 5.291 1.974 0.309 0.311
H 3.386 0.036 1.024 0.405
F -0.667 -2.003 -2.709 -0.223
C -1.879 -1.799 -2.191 0.799
F -2.357 -0.654 -2.666 -0.216
F -2.646 -2.766 -2.741 -0.286
S -1.943 -2.028 -0.302 1.241
O -0.639 -2.459 0.163 -0.598
O -2.918 -3.090 -0.210 -0.773
N -2.571 -0.761 0.400 -0.288
S -4.112 -0.640 0.210 1.078
O -4.566 0.622 0.731 -0.767
O -4.643 -1.007 -1.070 -0.646
C -4.857 -1.900 1.429 0.693
F -5.535 -2.886 0.838 -0.260
F -3.947 -2.440 2.236 -0.232
F -5.753 -1.282 2.235 -0.274
```

Output
**ΔE to the lowest compared entry with this formula, charge and spin**: 0.0 kJ/mol
**Calculated total energy**: -5304.6308 Eh
**Kohn-Sham gap**: 6.962 eV
**HOMO level**: -2.3 eV
**Largest force on an atom**: 2.417 eV/Å
**Charge**: -2



Below is an isolated ion of composition C5H8F3N2 and charge +1 at a distorted geometry, with properties calculated with ωB97M-V/def2-TZVPD.

The geometry in XYZ format:
```
18
Properties=species:S:1:pos:R:3:mulliken_charge:R:1
C -0.865 0.503 0.905 0.286
C 2.097 -0.680 -0.887 -0.436
C 0.781 -0.599 -0.555 0.510
C -1.697 1.205 -1.432 -0.190
C 0.936 -0.978 1.769 -0.822
N 0.166 -0.324 0.730 0.015
N -1.619 1.065 0.002 -0.188
F 2.411 -1.296 -1.924 -0.184
F -0.091 -1.183 -1.330 -0.271
F -0.575 1.876 -1.755 -0.242
H -1.259 0.557 1.936 0.319
H 2.915 -0.495 -0.265 0.396
H -1.817 0.280 -2.083 0.246
H -2.628 1.882 -1.631 0.313
H 0.865 -1.994 1.626 0.408
H 2.059 -0.846 1.596 0.247
H 0.687 -0.552 2.765 0.293
H -2.365 1.581 0.532 0.301
```

Output
**ΔE to the lowest compared entry with this formula, charge and spin**: 145.8 kJ/mol
**Calculated total energy**: -604.0871 Eh
**Kohn-Sham gap**: 9.521 eV
**HOMO level**: -13.5 eV
**Largest force on an atom**: 4.969 eV/Å
**Charge**: +1



Below is a 2-piece molecular cluster, C5H8F3N2 overall at a distorted geometry, with properties calculated with ωB97M-V/def2-TZVPD.

The geometry in XYZ format:
```
18
Properties=species:S:1:pos:R:3:mulliken_charge:R:1
C 0.248 -1.413 -1.233 -0.140
C 0.475 -0.943 0.968 -0.472
C 0.631 0.328 0.133 0.064
C 1.282 1.579 0.590 -0.406
C -2.233 0.931 0.049 0.111
N 0.163 -1.873 -0.009 -0.064
N 0.734 -0.153 -1.188 -0.002
F 0.810 2.506 -0.359 -0.281
F -2.275 0.157 1.102 -0.186
F -2.269 0.181 -1.027 -0.191
H 0.131 -1.975 -2.246 0.357
H 1.409 -1.151 1.397 0.362
H -0.287 -0.856 1.761 0.306
H 2.302 1.460 0.487 0.327
H 1.095 1.983 1.518 0.340
H -2.848 1.812 0.046 0.332
H -0.220 -2.883 0.089 0.293
H 0.852 0.310 -2.079 0.252
```

Output
**ΔE to the lowest compared entry with this formula, charge and spin**: 270.9 kJ/mol
**Calculated total energy**: -604.0394 Eh
**Kohn-Sham gap (spin up / spin down)**: 7.831 / 8.383 eV
**HOMO level (spin up / spin down)**: -12.3 / -12.1 eV
**Largest force on an atom**: 6.400 eV/Å
**Charge**: +1



Below is an isolated ion of composition C5H8F9N5O2PS and charge +1 at a distorted geometry, with properties calculated with ωB97M-V/def2-TZVPD.

The geometry in XYZ format:
```
31
Properties=species:S:1:pos:R:3:mulliken_charge:R:1
N 2.691 -3.339 0.721 -0.593
P 2.922 -2.889 -0.989 0.318
O 1.888 -3.955 -1.915 -0.474
C 2.143 -1.154 -1.172 0.282
N 1.466 -0.496 -2.353 -0.298
N 1.011 0.774 -2.012 -0.344
N 1.397 0.926 -0.677 0.666
C 1.059 2.249 -0.020 -0.501
C -0.544 2.556 0.139 -0.707
C -1.304 1.726 1.330 0.698
F -0.237 1.491 2.380 -0.300
F -2.306 2.587 2.067 -0.277
C -1.849 0.242 0.951 0.650
F -2.502 -0.294 2.204 -0.245
F -0.752 -0.757 0.660 -0.207
S -3.088 0.086 -0.413 1.143
F -3.529 1.732 -0.435 -0.284
F -1.945 0.228 -1.680 -0.259
F -2.757 -1.633 -0.431 -0.333
F -4.315 -0.292 0.775 -0.302
F -4.291 -0.186 -1.613 -0.264
N 2.105 -0.131 -0.059 0.298
O 2.547 -0.140 1.210 -0.408
H 1.930 -2.753 1.145 0.284
H 2.351 -4.332 0.782 0.335
H 0.926 -3.767 -1.625 0.351
H 1.686 2.416 0.982 0.296
H 1.474 3.089 -0.761 0.320
H -1.102 2.514 -0.915 0.341
H -0.619 3.707 0.453 0.392
H 3.545 -0.205 1.270 0.424
```

Output
**Calculated total energy**: -2257.2336 Eh
**Kohn-Sham gap**: 7.965 eV
**HOMO level**: -13.6 eV
**Largest force on an atom**: 7.460 eV/Å
**Charge**: +1



Below is an isolated molecule of C5H8FN at a distorted geometry, with properties calculated with ωB97M-V/def2-TZVPD.

The geometry in XYZ format:
```
15
Properties=species:S:1:pos:R:3:mulliken_charge:R:1
C -0.872 0.198 0.036 0.684
C 0.237 1.285 -0.188 -0.643
C 1.308 0.149 -0.291 -0.609
C -0.231 -0.556 1.174 -0.611
C -0.642 -1.051 -0.807 -0.518
H 0.059 1.995 -1.038 0.314
H 0.819 2.008 0.768 0.192
H 1.690 0.168 -1.277 0.394
H 1.778 0.447 0.695 0.430
H -0.849 -1.231 1.743 0.318
H 0.300 0.026 1.822 0.269
H -1.426 -1.918 -0.757 0.280
H -0.613 -0.736 -1.764 0.377
N 0.607 -1.185 -0.064 -0.504
F -2.164 0.400 -0.050 -0.374
```

Output
**ΔE to the lowest compared entry with this formula, charge and spin**: 416.3 kJ/mol
**Calculated total energy**: -349.7607 Eh
**Kohn-Sham gap**: 10.024 eV
**HOMO level**: -9.1 eV
**Largest force on an atom**: 4.409 eV/Å
**Charge**: 0